## i
The following is a DFT calculation (ωB97M-V/def2-TZVPD) of C30H31AsCl3GeKN3Se as an isolated structure.

Output
expectation value of S² = 0.80
lowest unoccupied orbital energy (alpha / beta) = -0.030 / -0.075 Ha
HOMO level (alpha / beta) = -8.19 / -8.19 eV
spin multiplicity = 2

Each line ends with the Mulliken charge.
CARTESIAN COORDINATES (ANGSTROEM)
K  2.19779  -0.36491  0.66274  0.791
Se  -1.46581  -2.96720  1.17393  0.332
N  0.30565  -3.24841  1.11779  -0.170
C  0.50276  -4.51847  1.38584  0.829
C  1.78479  -5.15135  1.43333  -0.504
C  1.84788  -6.46773  1.73739  -0.682
C  0.66973  -7.24148  2.00651  -0.445
C  -0.56717  -6.69597  1.95677  -0.708
C  -0.69288  -5.30637  1.64207  0.599
N  -1.83493  -4.66543  1.56063  -0.784
H  2.65747  -4.56008  1.19600  0.371
H  2.80723  -6.96629  1.77455  0.426
H  0.79259  -8.28913  2.24630  0.373
H  -1.46897  -7.26082  2.14676  0.432
C  4.63515  1.01761  -3.71051  -1.598
C  3.52409  1.51461  -2.83487  0.228
C  3.72537  1.74707  -1.48046  -0.195
C  2.70220  2.20956  -0.65541  -0.977
C  3.05670  2.58272  0.75231  -1.103
C  1.41044  2.36364  -1.18250  1.216
As  -0.05455  2.80371  0.05437  0.573
N  0.23562  1.32675  1.22102  0.164
C  -0.62476  1.06029  2.19955  0.319
C  -1.78190  1.82495  2.52590  0.091
C  -2.62102  1.45621  3.54890  -0.859
C  -2.36270  0.31134  4.29936  -0.407
C  -1.23878  -0.46325  4.01368  -0.859
C  -0.38237  -0.10268  2.99903  -0.299
C  -1.67912  2.02897  -0.76821  1.355
C  -1.81097  0.70980  -1.21452  0.589
C  -0.65756  -0.23511  -1.41564  -1.100
C  -3.06844  0.24276  -1.58718  -1.034
C  -4.19652  1.04695  -1.55756  0.689
C  -5.54297  0.52076  -1.96500  -1.646
C  -4.04163  2.36906  -1.16109  -0.975
C  -2.80645  2.87040  -0.77177  0.085
C  -2.71954  4.32732  -0.39014  -1.703
C  1.22803  2.27877  -2.56980  0.702
C  -0.03544  2.71398  -3.26965  -1.613
C  2.28239  1.83587  -3.36560  -0.561
H  5.40322  0.52179  -3.11897  0.387
H  5.10297  1.84595  -4.24668  0.316
H  4.26490  0.31134  -4.45341  0.381
H  4.70499  1.57799  -1.04606  0.372
H  4.12783  2.76189  0.82691  0.489
H  2.82605  1.83654  1.51648  0.098
H  2.53989  3.49868  1.05031  0.345
H  -1.99286  2.72264  1.96004  0.376
H  -3.48960  2.06085  3.77522  0.411
H  -3.03020  0.02659  5.10093  0.413
H  -1.03804  -1.35557  4.59243  0.430
H  0.45832  -0.75532  2.78552  0.398
H  0.21562  0.03941  -0.83687  -0.443
H  -0.35314  -0.23712  -2.46557  0.345
H  -0.94312  -1.25581  -1.16176  0.361
H  -3.15987  -0.78461  -1.92445  0.345
H  -5.50047  -0.54391  -2.18869  0.362
H  -5.90855  1.03904  -2.85286  0.336
H  -6.27739  0.67334  -1.17322  0.371
H  -4.90338  3.02754  -1.15617  0.403
H  -3.66848  4.82563  -0.58252  0.468
H  -1.94643  4.84639  -0.96054  0.299
H  -2.47599  4.46979  0.66518  0.315
H  -0.53964  3.52245  -2.74089  0.182
H  -0.75464  1.90138  -3.37728  0.223
H  0.20864  3.07523  -4.26847  0.569
H  2.12427  1.75708  -4.43571  0.494
Cl  4.92230  -0.05270  2.18206  -0.430
Ge  4.24137  -2.27481  2.37382  0.380
Cl  6.23787  -3.23336  2.38379  -0.406
Cl  3.89216  -2.50677  0.02258  -0.529



## ii
The following is a DFT calculation (ωB97M-V/def2-TZVPD) of C30H31AsCl3GeKN3Se as an isolated structure.

Output
expectation value of S² = 0.79
lowest unoccupied orbital energy (alpha / beta) = -0.039 / -0.076 Ha
HOMO level (alpha / beta) = -8.15 / -8.15 eV
spin multiplicity = 2

Each line ends with the Mulliken charge.
CARTESIAN COORDINATES (ANGSTROEM)
K  2.34899  -0.61836  0.94839  0.890
Se  -1.44236  -1.89234  2.27856  0.375
N  0.21862  -2.37585  1.87393  -0.393
C  0.12634  -3.48995  1.15966  0.853
C  1.24183  -4.21271  0.62798  -0.830
C  0.99742  -5.32015  -0.11193  -0.628
C  -0.33467  -5.78668  -0.36965  -0.472
C  -1.42055  -5.14132  0.11481  -0.820
C  -1.22107  -3.96176  0.89961  0.937
N  -2.19408  -3.23747  1.41925  -0.776
H  2.25259  -3.87345  0.81846  0.498
H  1.82826  -5.87908  -0.52248  0.437
H  -0.46108  -6.68186  -0.96469  0.400
H  -2.42884  -5.48642  -0.06781  0.446
C  4.77705  0.34775  -3.11644  -1.624
C  3.59223  0.98713  -2.44679  0.429
C  3.71068  1.51653  -1.16514  -0.055
C  2.62714  2.07861  -0.50109  -0.773
C  2.88927  2.72961  0.84031  -1.460
C  1.35923  2.04952  -1.11687  1.098
As  -0.16570  2.55707  0.00456  0.573
N  0.32129  1.40156  1.38594  0.251
C  -0.40291  1.29213  2.50915  -0.131
C  -1.74796  1.72334  2.67613  0.125
C  -2.42254  1.48124  3.85120  -0.863
C  -1.78610  0.82813  4.91034  -0.474
C  -0.45716  0.42699  4.78895  -0.688
C  0.22638  0.65260  3.61418  -0.008
C  -1.72281  1.56634  -0.69600  1.232
C  -1.74725  0.19296  -0.96239  0.651
C  -0.51883  -0.67202  -0.95085  -0.623
C  -2.95184  -0.41414  -1.31004  -0.873
C  -4.12938  0.30489  -1.42190  0.448
C  -5.42467  -0.36742  -1.78420  -1.656
C  -4.08218  1.67452  -1.18965  -0.930
C  -2.90535  2.31639  -0.83002  0.001
C  -2.95012  3.80914  -0.60429  -1.609
C  1.25643  1.67025  -2.45858  0.774
C  0.00268  1.85728  -3.27792  -1.613
C  2.37404  1.12517  -3.09208  -0.657
H  5.26410  -0.35816  -2.44242  0.338
H  5.51867  1.09849  -3.39602  0.333
H  4.48292  -0.18587  -4.01932  0.368
H  4.67708  1.50085  -0.67016  0.413
H  3.92474  3.06278  0.88172  0.514
H  2.72420  2.05850  1.68236  0.096
H  2.24172  3.59511  0.99122  0.354
H  -2.25107  2.21299  1.85296  0.228
H  -3.45203  1.79769  3.95571  0.420
H  -2.32281  0.64124  5.83099  0.397
H  0.04213  -0.05753  5.61766  0.415
H  1.27119  0.37952  3.52015  0.462
H  0.25456  -0.21585  -0.34187  -0.808
H  -0.12011  -0.78700  -1.96171  0.501
H  -0.74974  -1.66552  -0.56780  0.101
H  -2.95991  -1.48368  -1.49479  0.288
H  -5.28127  -1.43165  -1.96434  0.347
H  -5.85588  0.07608  -2.68302  0.359
H  -6.15632  -0.25595  -0.98217  0.350
H  -4.99120  2.25887  -1.28666  0.409
H  -3.95035  4.19038  -0.80437  0.461
H  -2.25210  4.33533  -1.25819  0.315
H  -2.68473  4.08594  0.41811  0.326
H  -0.59561  2.69510  -2.92087  0.244
H  -0.64072  0.97614  -3.27073  0.211
H  0.27214  2.06026  -4.31423  0.589
H  2.28259  0.80326  -4.12462  0.450
Cl  4.61931  0.01929  2.72980  -0.454
Ge  5.36093  -2.23445  2.67024  0.452
Cl  7.48088  -1.78466  2.15607  -0.401
Cl  4.61369  -2.56569  0.43574  -0.539



Which is most stable, and by how much? ii, by 0.0229 hartree.



## i
The following is a DFT calculation (ωB97M-V/def2-TZVPD) of CH3OPS in the gas phase.

Output
lowest unoccupied orbital energy (alpha / beta) = -0.092 / -0.092 Ha
HOMO level (alpha / beta) = -7.87 / -7.87 eV
spin multiplicity = 1

Each line ends with the Mulliken charge.
CARTESIAN COORDINATES (ANGSTROEM)
C  0.05462  -0.64994  -0.76958  -0.572
O  -0.05432  0.87535  1.48659  -0.266
P  -0.03814  1.03689  -0.19386  0.358
S  -0.67143  -0.44485  2.26975  -0.167
H  -0.73855  -1.45965  -0.63312  0.273
H  0.14865  -0.79597  -1.85598  0.277
H  1.29917  1.43817  -0.30381  0.097



## ii
The following is a DFT calculation (ωB97M-V/def2-TZVPD) of CH3OPS as an isolated structure.

Output
lowest unoccupied orbital energy = -0.029 Ha
HOMO level = -8.70 eV
spin multiplicity = 1

Each line ends with the Mulliken charge.
CARTESIAN COORDINATES (ANGSTROEM)
C  -0.78022  -0.35606  0.23341  -0.619
O  1.08071  0.81324  -1.12064  -0.283
P  0.92477  -0.75725  -0.42441  0.171
S  -0.04762  1.72343  -0.27138  0.026
H  -1.62974  -0.50016  -0.45308  0.327
H  -0.92693  -0.49661  1.26225  0.352
H  1.37902  -0.42659  0.77384  0.026



Which is most stable, and by how much? ii, by 0.0754 hartree.



## i
The following is a DFT calculation (ωB97M-V/def2-TZVPD) of a 2-piece molecular cluster, C3H6IN2 overall.

Output
lowest unoccupied orbital energy = -0.199 Ha
total charge = +1
HOMO level = -14.40 eV
spin multiplicity = 1

Each line ends with the Mulliken charge.
CARTESIAN COORDINATES (ANGSTROEM)
C  0.16879  2.28544  0.70456  0.260
C  -0.25590  1.24670  0.25490  -0.605
C  -0.72627  0.17229  -0.50691  0.217
N  -0.25072  -0.11522  -1.72589  -0.348
N  0.67047  -1.27052  0.84763  -0.711
I  -2.67274  -0.41611  -0.05545  0.314
H  0.61076  3.01479  1.32098  0.467
H  0.71004  0.17943  -1.92609  0.278
H  -0.54684  -0.96126  -2.26425  0.274
H  1.61939  -1.64015  0.54215  0.261
H  0.72674  -0.50906  1.59286  0.304
H  -0.05371  -1.98633  1.21551  0.289



## ii
The following is a DFT calculation (ωB97M-V/def2-TZVPD) of an isolated ion of composition C3H6IN2 and charge +1.

Output
lowest unoccupied orbital energy = -0.178 Ha
total charge = +1
HOMO level = -14.24 eV
spin multiplicity = 1

Each line ends with the Mulliken charge.
CARTESIAN COORDINATES (ANGSTROEM)
C  0.19374  0.72697  0.51825  0.039
C  -1.94976  -0.65542  0.04963  0.423
C  1.14560  1.28157  -0.37698  -0.772
N  -0.79717  -0.04734  0.19247  -0.167
N  -2.03891  -1.92913  -0.26424  -0.425
I  -3.82896  0.33641  -0.01383  0.208
H  0.44813  0.61948  1.61047  0.339
H  1.72317  0.36062  -0.29663  0.254
H  0.63261  1.55721  -1.38198  0.296
H  1.70078  2.12974  -0.01984  0.341
H  -1.26530  -2.49184  -0.18024  0.209
H  -2.96535  -2.41911  -0.55981  0.256



Which is most stable, and by how much? ii, by 0.0517 hartree.